Entry 1:
{
  "formula": "C4H9NO2",
  "method": "ωB97M-V/def2-TZVPD",
  "total_energy_ha": -362.9943,
  "de_lowest_kcal_mol": 57.2,
  "mol_weight_g_mol": 103.1,
  "smiles": "COCCNC=O",
  "lumo_energy_ev": 0.95,
  "e_homo_ha": -0.3514,
  "species": ["C", "O", "C", "C", "N", "C", "O", "H", "H", "H", "H", "H", "H", "H", "H", "H"],
  "coordinates": [[2.6244, -0.2659, 0.2766], [1.4099, -0.0474, -0.3950], [0.3432, -0.8236, 0.1047], [-0.9253, -0.3956, -0.6215], [-1.2204, 1.0390, -0.4083], [-2.4691, 1.3456, 0.1679], [-3.2535, 0.4408, 0.3947], [2.5448, -0.0257, 1.3478], [2.9626, -1.3091, 0.1821], [3.3727, 0.3889, -0.1775], [0.2235, -0.6625, 1.1881], [0.5417, -1.9005, -0.0531], [-1.7858, -0.9581, -0.2485], [-0.8160, -0.6227, -1.6926], [-0.4338, 1.6505, -0.6014], [-3.1190, 2.1465, 0.5359]],
  "atomic_forces_ev_per_a": [[0.3, 0.0, 0.1], [0.0, 0.1, -0.1], [-0.3, 0.0, 0.1], [0.0, 0.1, 0.0], [-0.9, 0.2, 0.5], [-0.3, -1.7, -0.1], [-0.2, -1.9, -0.1], [0.0, 0.0, -0.1], [-0.1, 0.1, 0.0], [-0.1, -0.1, 0.1], [0.1, 0.0, -0.1], [-0.1, 0.3, 0.0], [0.2, 0.1, -0.1], [0.0, 0.3, 0.2], [-0.7, 0.3, 0.3], [2.2, 2.3, -0.7]]
}

Entry 2:
{
  "formula": "C20H24N3O4Ta",
  "method": "ωB97M-V/def2-TZVPD",
  "total_energy_ha": -1297.3136,
  "de_lowest_kcal_mol": 0.0,
  "mol_weight_g_mol": 551.4,
  "charge": 4,
  "lumo_energy_ev": -14.36,
  "e_homo_ha": -0.7701,
  "species": ["Ta", "O", "C", "C", "C", "C", "C", "C", "N", "H", "H", "H", "H", "H", "H", "H", "C", "O", "C", "C", "C", "C", "C", "C", "O", "C", "O", "C", "H", "H", "H", "H", "H", "H", "H", "H", "H", "C", "C", "C", "C", "N", "N", "C", "H", "H", "H", "H", "H", "H", "H", "H"],
  "coordinates": [[-0.5363, -0.1412, 0.3752], [-0.4741, -0.4446, 2.5203], [-1.2205, -1.5362, 3.1613], [-1.7644, -2.3861, 2.0557], [-2.4663, -3.5401, 2.3222], [-2.9564, -4.2982, 1.2652], [-2.7308, -3.8790, -0.0460], [-2.0281, -2.7227, -0.2602], [-1.5444, -1.9644, 0.7768], [0.1261, -0.0185, 3.1560], [-2.0130, -1.0968, 3.7690], [-0.5380, -2.0957, 3.8017], [-2.6250, -3.8517, 3.3479], [-3.5061, -5.2117, 1.4612], [-3.0940, -4.4496, -0.8906], [-1.8268, -2.3635, -1.2599], [6.4315, -0.0315, 0.4788], [5.8750, -0.1096, -0.8874], [4.6349, -0.1313, -1.1617], [4.3010, -0.2209, -2.5520], [3.0119, -0.2770, -2.9290], [1.9174, -0.2416, -1.9705], [0.6378, -0.3438, -2.4175], [0.1273, -0.4779, -3.8010], [-0.3692, -0.3040, -1.4490], [2.3104, -0.1145, -0.5798], [1.3040, -0.0341, 0.4069], [3.5861, -0.0670, -0.1593], [7.5034, -0.0636, 0.3246], [6.0937, -0.9002, 1.0384], [6.1301, 0.9166, 0.9172], [5.1130, -0.2517, -3.2671], [2.7703, -0.3573, -3.9808], [0.6658, -1.2570, -4.3427], [0.2615, 0.4625, -4.3447], [-0.9326, -0.7183, -3.7985], [3.8281, 0.0232, 0.8899], [-1.6282, 5.3414, 0.5559], [-1.8910, 3.8832, 0.5412], [-3.1099, 3.1734, 0.5434], [-2.8055, 1.8453, 0.5400], [-1.4208, 1.6906, 0.5394], [-0.9146, 2.9738, 0.5291], [-3.6925, 0.6481, 0.5078], [-2.5663, 5.8902, 0.5478], [-1.0420, 5.6330, -0.3183], [-1.0688, 5.6167, 1.4532], [-4.0953, 3.6130, 0.5407], [0.0784, 3.1577, 0.5687], [-4.7331, 0.9572, 0.4172], [-3.6204, 0.0614, 1.4284], [-3.4928, 0.0137, -0.3650]],
  "atomic_forces_ev_per_a": [[-0.3, 0.3, 0.5], [0.1, -0.1, 0.0], [0.0, 0.0, 0.1], [-0.1, -0.1, 0.0], [0.0, 0.0, 0.0], [0.0, 0.0, 0.0], [0.0, 0.0, 0.0], [0.0, -0.1, 0.1], [0.0, -0.1, -0.2], [-0.1, 0.0, 0.0], [0.0, 0.0, 0.0], [0.0, 0.0, 0.0], [0.0, 0.0, 0.0], [0.0, 0.0, 0.0], [0.0, 0.0, 0.0], [0.0, 0.0, 0.0], [-0.1, 0.0, -0.3], [0.1, 0.0, 0.1], [0.0, 0.0, 0.1], [-0.1, 0.0, 0.0], [0.0, 0.0, 0.0], [0.2, 0.0, 0.0], [-0.4, 0.0, 0.2], [0.1, 0.0, 0.0], [0.3, -0.1, -0.5], [-0.2, 0.0, 0.3], [0.1, 0.1, -0.1], [0.1, 0.0, -0.2], [0.0, 0.0, 0.0], [0.0, 0.0, 0.0], [0.0, 0.0, 0.0], [0.0, 0.0, 0.0], [0.0, 0.0, 0.0], [0.0, 0.0, 0.0], [0.0, 0.0, 0.0], [0.0, 0.0, 0.0], [0.0, 0.0, 0.0], [-0.1, -0.1, 0.0], [0.1, 0.1, 0.0], [0.0, 0.0, 0.0], [0.0, 0.0, 0.0], [0.1, 0.0, 0.0], [0.0, 0.0, 0.0], [0.0, 0.0, 0.0], [0.0, 0.0, 0.0], [0.0, 0.0, 0.0], [0.0, 0.0, 0.0], [0.0, 0.0, 0.0], [0.0, 0.0, 0.0], [0.0, 0.0, 0.0], [0.0, 0.0, 0.0], [0.0, 0.0, 0.0]]
}

Entry 3:
{
  "formula": "C9H9NO2",
  "method": "ωB97M-V/def2-TZVPD",
  "total_energy_ha": -553.5215,
  "de_lowest_kcal_mol": 59.3,
  "mol_weight_g_mol": 163.2,
  "smiles": "O=Cc1ccccc1.CN=C=O",
  "lumo_energy_ev": 0.07,
  "e_homo_ha": -0.3446,
  "species": ["C", "C", "C", "C", "C", "C", "C", "C", "C", "N", "O", "O", "H", "H", "H", "H", "H", "H", "H", "H", "H"],
  "coordinates": [[-0.5997, 2.0833, 2.1427], [0.6267, 1.9563, 1.6106], [-1.5337, 1.0306, 1.9012], [1.0772, 0.7962, 1.0308], [-1.1278, -0.0984, 1.2405], [0.2141, -0.3389, 0.8636], [-0.4367, 0.4697, -1.8675], [0.6499, -1.5565, 0.2080], [0.4403, -1.6598, -2.6983], [0.0164, -0.6755, -1.8469], [-0.8950, 1.4547, -1.4316], [1.8216, -1.7516, -0.1246], [-0.8316, 2.9711, 2.6052], [1.2368, 2.9239, 1.6502], [-2.6019, 1.1047, 2.2381], [2.0472, 0.6768, 0.5720], [-1.6908, -0.9715, 0.9237], [-0.1473, -2.3254, -0.1748], [0.2806, -1.5304, -3.8006], [1.5281, -1.9058, -2.5072], [-0.0743, -2.6537, -2.5352]],
  "atomic_forces_ev_per_a": [[-2.2, -3.1, -1.0], [2.6, 2.1, -0.3], [-0.9, 1.1, 1.0], [-0.2, -2.3, -1.0], [1.5, -2.0, -0.7], [-0.3, 3.6, 1.7], [0.4, -2.1, 1.9], [1.4, -1.6, -1.9], [1.6, -3.6, -2.4], [-1.9, 3.8, -0.6], [0.2, 0.2, -1.2], [-1.5, 0.0, 1.1], [-0.9, 1.7, 1.1], [-0.4, -1.8, -0.1], [1.2, 0.1, -0.4], [0.3, 0.3, 0.2], [-1.1, 0.4, 0.6], [0.9, 1.1, 1.3], [0.2, 0.5, 0.9], [-1.1, 0.4, -0.3], [0.2, 1.1, 0.3]]
}

Entry 4:
{
  "formula": "C4H4AgO",
  "method": "ωB97M-V/def2-TZVPD",
  "total_energy_ha": -376.7151,
  "de_lowest_kcal_mol": 53.7,
  "mol_weight_g_mol": 175.9,
  "multiplicity": 2,
  "lumo_energy_ev": [-2.28, -2.28],
  "e_homo_ha": [-0.2632, -0.2496],
  "s2": 0.79,
  "species": ["C", "C", "H", "H", "C", "C", "O", "Ag", "H", "H"],
  "coordinates": [[-2.9102, -0.7987, -0.3817], [-2.0757, 0.0153, 0.0618], [-2.0553, 0.9179, 0.6753], [-3.2300, -1.6459, -0.9726], [0.3974, -0.1361, -0.1422], [1.2797, 0.7062, 0.4376], [2.5759, 0.6861, 0.3163], [4.5981, -0.2789, -0.2481], [0.5587, -0.9968, -0.7950], [0.8614, 1.5310, 1.0486]],
  "atomic_forces_ev_per_a": [[2.2, 0.7, 0.0], [-2.4, -0.5, 0.1], [0.6, -0.6, -0.5], [-0.1, 0.4, 0.4], [0.8, 0.2, 0.1], [-1.8, -0.8, -0.6], [2.4, -0.1, -0.1], [-1.8, 0.6, 0.4], [-0.2, 0.3, 0.2], [0.3, -0.2, -0.1]]
}

Entry 5:
{
  "formula": "C6H6N3O2P3",
  "method": "ωB97M-V/def2-TZVPD",
  "total_energy_ha": -1571.0455,
  "de_lowest_kcal_mol": 28.9,
  "mol_weight_g_mol": 245.1,
  "lumo_energy_ev": -0.76,
  "e_homo_ha": -0.3156,
  "species": ["C", "C", "C", "C", "C", "C", "N", "N", "N", "O", "O", "P", "P", "P", "H", "H", "H", "H", "H", "H"],
  "coordinates": [[-3.5411, -0.1655, -0.2371], [-2.9882, -1.1343, -1.0434], [-2.7213, 0.6768, 0.4750], [-1.5715, -0.8928, -1.2081], [-1.3732, 0.9064, 0.3161], [-0.7537, 0.0607, -0.5809], [1.8000, 1.8585, 0.5432], [3.8621, 0.8604, 1.6370], [2.9452, -0.1781, -0.9092], [4.3229, -1.5126, 1.0164], [0.6723, -0.1021, -0.6178], [1.7636, 1.0436, -0.9380], [2.7672, 2.1360, 1.7180], [3.5455, -0.2227, 0.5132], [-4.5305, -0.3987, 0.1237], [-3.5873, -1.8110, -1.6468], [-3.2006, 1.3775, 1.1383], [-1.0815, -1.7372, -1.8552], [-0.8884, 1.6255, 0.8733], [4.5585, -2.3905, 0.6824]],
  "atomic_forces_ev_per_a": [[-0.5, -2.1, 1.1], [2.9, 2.7, -0.6], [-0.8, 2.3, 0.5], [0.5, -3.7, -2.3], [-1.0, -1.7, -1.4], [0.6, -1.4, 0.1], [-0.9, 0.8, -0.6], [-0.2, -1.0, -0.6], [1.7, -0.5, 1.6], [-0.1, 0.6, 0.2], [-3.5, -0.6, 0.0], [-0.8, 1.6, -0.7], [0.2, -0.9, -0.5], [2.2, -0.5, 0.8], [-0.6, 0.8, -0.1], [0.5, -0.2, 0.3], [-0.3, 0.0, 0.4], [-0.4, 2.0, 1.2], [1.1, 1.3, 1.0], [-0.6, 0.6, -0.6]]
}

Entry 6:
{
  "formula": "C19H17ClN2O4",
  "method": "ωB97M-V/def2-TZVPD",
  "total_energy_ha": -1604.8051,
  "de_lowest_kcal_mol": 74.7,
  "mol_weight_g_mol": 372.8,
  "smiles": "C=CCNC(=O)[C@H]1c2ccccc2CN1C(=O)c1cc(Cl)c(O)cc1O",
  "lumo_energy_ev": 0.15,
  "e_homo_ha": -0.3298,
  "species": ["O", "O", "Cl", "O", "O", "C", "C", "C", "C", "C", "C", "C", "C", "C", "C", "C", "C", "C", "C", "C", "C", "N", "N", "C", "C", "C", "H", "H", "H", "H", "H", "H", "H", "H", "H", "H", "H", "H", "H", "H", "H", "H", "H"],
  "coordinates": [[1.0843, 1.4788, 1.8102], [-1.9504, -0.8437, 3.0314], [-0.5111, 2.4603, -4.2321], [1.9393, 3.9791, -4.0590], [3.2799, 2.7427, 0.4403], [1.0872, 0.9767, 0.7359], [-1.4650, -0.7898, 1.9666], [-3.3830, 2.5000, 1.3025], [-3.1816, 1.5593, 0.3014], [0.9282, -5.0431, 0.0908], [0.4378, -5.0140, 1.3642], [2.5320, 3.4053, -1.7979], [0.2376, 1.8135, -1.5623], [1.1322, -3.7673, -0.5636], [0.0413, -3.8105, 1.9282], [0.4847, 2.5579, -2.7194], [1.6830, 3.3504, -2.9027], [2.4113, 2.6838, -0.5896], [1.2629, 1.8867, -0.4368], [0.8867, -2.5110, 0.0983], [0.3415, -2.5484, 1.3472], [-2.0006, -0.4572, 0.7828], [0.6364, -0.3854, 0.7009], [-3.3145, 0.1077, 0.6236], [1.0818, -1.1340, -0.4658], [0.0862, -1.1303, 1.8681], [1.3816, 3.6038, -4.7798], [2.7659, 2.8361, 1.1810], [-3.2325, 3.6013, 1.0594], [-3.6670, 2.2233, 2.3862], [-2.8997, 1.7820, -0.7580], [1.2544, -6.0563, -0.3149], [0.2798, -5.9706, 1.9584], [3.4060, 4.0708, -1.8728], [-0.5328, 1.1170, -1.5812], [1.7286, -3.6355, -1.4571], [-0.1944, -3.7675, 2.9436], [-1.3413, -0.4490, 0.0010], [-3.9474, -0.3519, -0.0772], [-3.7915, -0.2427, 1.5352], [2.0528, -0.8409, -0.6825], [0.5096, -1.0410, -1.4553], [0.4597, -0.9459, 2.8506]],
  "atomic_forces_ev_per_a": [[0.8, 1.8, 2.9], [-2.4, -0.1, 3.0], [0.3, -0.2, 1.4], [0.1, -0.1, -0.2], [2.5, 0.4, -3.5], [-2.4, -1.9, 0.1], [3.4, -0.3, -2.2], [0.5, -0.4, -1.5], [-0.9, 2.1, 2.6], [1.3, 0.8, -2.0], [-1.4, -0.9, 1.5], [1.6, 1.0, -0.1], [4.4, 2.0, 0.6], [0.6, 0.1, 1.4], [1.6, 1.6, -0.4], [0.7, 0.0, -0.4], [-1.4, -1.5, 1.6], [-2.7, -0.6, -0.9], [-1.8, -1.5, -3.6], [0.4, -3.2, -1.9], [-1.0, -0.8, 0.7], [0.4, -0.6, -1.6], [1.4, 3.1, -1.5], [0.4, -0.1, 1.1], [-2.3, -1.6, 0.2], [-1.2, -0.4, -2.5], [0.3, 0.3, 0.8], [-1.9, 0.0, 3.4], [-0.3, -1.6, 0.5], [0.5, 0.3, -2.1], [-0.3, 0.2, 1.2], [-0.4, 1.8, 0.1], [0.3, 1.4, -0.9], [-0.3, -0.4, -0.1], [-1.3, -1.0, 0.4], [-0.3, -0.7, -0.4], [-0.9, -0.2, 1.5], [-0.5, 0.1, 0.6], [-0.2, -1.1, -1.6], [-0.4, 1.2, 0.6], [2.1, 0.1, -0.5], [0.2, 0.2, 1.4], [0.7, 0.5, 0.4]]
}